*a*
An isolated molecule of C11H15NO3, computed with wB97M-V/def2-TZVPD.

Values from the calculation:
* charge: 0
* lowest unoccupied orbital energy: 0.83 eV
* SMILES string: CON1C(=O)[C@@]2(C)CCC=C[C@H]2[C@@]12CO2
* frontier orbital gap: 0.3728 hartree

Each line ends with the natural charge from an NBO analysis.
Cartesian coordinates (Å):
1 C 3.51 1.44 -0.50  -0.251
2 O 2.51 0.67 -1.21  -0.361
3 N 1.36 0.30 -0.44  -0.195
4 C 0.42 1.20 -0.02  0.671
5 O 0.46 2.37 -0.23  -0.606
6 C -0.76 0.45 0.65  -0.107
7 C -0.97 1.01 2.10  -0.592
8 C -2.06 0.81 -0.23  -0.384
9 C -2.00 0.10 -1.61  -0.476
10 C -1.97 -1.32 -1.29  -0.184
11 C -1.32 -1.86 -0.26  -0.187
12 C -0.38 -1.01 0.54  -0.269
13 C 1.24 -1.04 -0.05  0.376
14 C 1.76 -2.18 -0.77  -0.123
15 O 2.30 -1.80 0.45  -0.485
16 H 3.96 1.75 -1.43  0.203
17 H 4.17 0.99 0.12  0.176
18 H 2.93 2.31 -0.01  0.202
19 H -1.21 2.02 2.07  0.227
20 H -0.08 0.75 2.69  0.211
21 H -1.79 0.38 2.47  0.207
22 H -1.97 1.96 -0.25  0.238
23 H -2.93 0.50 0.39  0.213
24 H -1.21 0.45 -2.34  0.241
25 H -2.95 0.43 -2.14  0.225
26 H -2.73 -1.90 -1.76  0.210
27 H -1.18 -2.99 0.07  0.224
28 H -0.26 -1.35 1.54  0.221
29 H 1.27 -3.19 -0.79  0.186
30 H 2.50 -1.97 -1.68  0.189

***

*b*
A cluster of 2 separate species, C11H15NO3 in total, computed with wB97M-V/def2-TZVPD.

Values from the calculation:
* charge: 0
* lowest unoccupied orbital energy: -0.04 eV
* frontier orbital gap: 0.3242 hartree

Each line ends with the natural charge from an NBO analysis.
Cartesian coordinates (Å):
1 C -0.71 2.06 2.98  -0.168
2 C -1.10 0.76 3.11  -0.229
3 C -0.26 2.49 1.78  -0.237
4 C -0.67 -0.21 2.20  -0.137
5 C 0.21 1.53 0.92  -0.132
6 C 0.07 0.14 1.07  -0.175
7 C -0.27 -2.10 0.07  0.734
8 C 1.49 -1.49 -2.03  -0.411
9 C 2.71 0.05 -0.61  -0.410
10 C -2.29 0.10 -2.36  -0.255
11 C 0.40 -0.67 -0.04  0.368
12 N 1.40 -0.57 -0.84  -0.324
13 O -1.15 -2.47 -0.64  -0.700
14 O 0.45 -2.63 0.87  -0.642
15 O -1.59 0.15 -1.12  -0.748
16 H -0.90 2.82 3.83  0.218
17 H -1.63 0.48 4.07  0.225
18 H -0.11 3.58 1.66  0.225
19 H -0.93 -1.27 2.39  0.243
20 H 0.68 1.70 -0.05  0.203
21 H 2.51 -1.98 -2.09  0.209
22 H 0.69 -2.19 -1.99  0.256
23 H 1.45 -0.70 -2.82  0.209
24 H 3.36 -0.81 -0.53  0.215
25 H 2.89 0.50 -1.50  0.199
26 H 2.79 0.80 0.21  0.235
27 H -3.18 0.85 -2.41  0.150
28 H -2.69 -0.93 -2.39  0.203
29 H -1.80 0.56 -3.19  0.181
30 H -1.80 -0.55 -0.54  0.497

***

Most stable to least stable: *b*, *a*

***

*a*
A cluster of 3 separate species, C3H12N2O in total, computed with wB97M-V/def2-TZVPD.

Values from the calculation:
* charge: 0
* lowest unoccupied orbital energy: 0.98 eV
* SMILES string: C=C.NCO.N
* frontier orbital gap: 0.3921 hartree

Each line ends with the natural charge from an NBO analysis.
Cartesian coordinates (Å):
1 C 2.38 -0.56 2.80  -0.404
2 C 2.00 0.13 1.74  -0.366
3 H 2.35 -1.66 2.90  0.191
4 H 2.75 0.00 3.63  0.189
5 H 1.78 -0.27 0.74  0.185
6 H 2.09 1.22 1.85  0.200
7 N -0.43 1.93 -1.58  -0.831
8 C -0.70 1.13 -0.45  0.084
9 O -0.39 1.67 0.89  -0.776
10 H -0.67 2.91 -1.52  0.363
11 H 0.57 1.95 -1.75  0.360
12 H -1.74 0.86 -0.29  0.163
13 H 0.01 0.28 -0.45  0.177
14 H -1.01 2.33 1.23  0.464
15 N -2.15 -3.77 -2.73  -1.061
16 H -2.53 -4.28 -3.52  0.359
17 H -2.74 -3.80 -1.90  0.356
18 H -1.42 -4.44 -2.36  0.346

***

*b*
A structure of composition C3H12N2O, computed with wB97M-V/def2-TZVPD.

Values from the calculation:
* charge: 0
* lowest unoccupied orbital energy (alpha / beta): 0.66 / 0.67 eV
* frontier orbital gap (alpha / beta): 0.2831 / 0.3082 hartree

Each line ends with the natural charge from an NBO analysis.
Cartesian coordinates (Å):
1 C 1.98 0.46 -0.21  -0.288
2 N 0.76 -1.39 1.50  -0.809
3 O 2.28 -0.42 0.71  -0.473
4 H 1.05 -1.14 2.44  0.342
5 H 1.19 -2.29 1.30  0.342
6 H 2.28 0.20 -1.24  0.151
7 H 2.12 1.52 0.07  0.151
8 H 0.60 0.42 -0.35  0.346
9 C -1.18 -0.53 -1.38  -0.415
10 C -1.39 1.22 0.35  -0.415
11 N -0.65 0.08 -0.16  -0.614
12 H -0.39 -0.63 0.59  0.464
13 H -1.39 2.04 -0.37  0.197
14 H -2.43 0.95 0.58  0.196
15 H -0.55 -1.38 -1.65  0.217
16 H -1.16 0.19 -2.20  0.197
17 H -2.20 -0.88 -1.24  0.196
18 H -0.92 1.57 1.27  0.217

***

*c*
A cluster of 3 separate species, C3H12N2O in total, computed with wB97M-V/def2-TZVPD.

Values from the calculation:
* charge: 0
* lowest unoccupied orbital energy: 0.88 eV
* SMILES string: C=C.NCO.N
* frontier orbital gap: 0.4011 hartree

Each line ends with the natural charge from an NBO analysis.
Cartesian coordinates (Å):
1 C 2.22 -1.18 0.20  -0.416
2 C 3.18 -1.76 -0.52  -0.373
3 H 1.39 -1.81 0.47  0.200
4 H 2.45 -0.20 0.60  0.214
5 H 3.24 -2.71 -1.03  0.194
6 H 4.02 -1.12 -0.84  0.179
7 N -2.64 0.92 0.91  -0.847
8 C -1.65 -0.13 1.14  0.078
9 O -0.21 0.10 0.95  -0.727
10 H -2.15 1.82 0.80  0.364
11 H -3.01 1.18 1.83  0.357
12 H -1.80 -1.03 0.56  0.151
13 H -1.62 -0.34 2.20  0.159
14 H -0.04 -0.14 0.03  0.467
15 N -0.39 1.50 -2.38  -1.077
16 H -0.05 2.28 -1.82  0.359
17 H -0.90 2.05 -3.07  0.358
18 H -1.00 0.87 -1.88  0.360

***

Most stable to least stable: *a*, *c*, *b*

***

*a*
A cluster of 2 separate species, C3H12N2O in total, computed with wB97M-V/def2-TZVPD.

Values from the calculation:
* charge: 0
* lowest unoccupied orbital energy: 0.87 eV
* SMILES string: CNCCN.O
* frontier orbital gap: 0.3822 hartree

Each line ends with the natural charge from an NBO analysis.
Cartesian coordinates (Å):
1 C 2.00 0.07 0.34  -0.417
2 N 0.72 0.48 -0.10  -0.659
3 C -0.21 0.85 1.01  -0.239
4 C -1.59 0.75 0.20  -0.229
5 N -1.83 -0.40 -0.67  -0.829
6 H 2.53 0.96 0.98  0.144
7 H 2.11 -0.64 1.11  0.207
8 H 2.56 -0.16 -0.56  0.209
9 H 0.90 1.28 -0.74  0.373
10 H -0.09 1.75 1.47  0.184
11 H -0.15 0.08 1.85  0.185
12 H -1.70 1.72 -0.32  0.179
13 H -2.51 0.89 0.87  0.193
14 H -2.07 -1.15 -0.08  0.348
15 H -0.93 -0.66 -1.09  0.356
16 O 0.30 -2.25 -1.56  -0.961
17 H -0.63 -2.07 -1.80  0.467
18 H 0.60 -1.48 -0.90  0.488

***

*b*
A cluster of 2 separate species, C3H12N2O in total, computed with wB97M-V/def2-TZVPD.

Values from the calculation:
* charge: 0
* lowest unoccupied orbital energy: 1.05 eV
* SMILES string: NCCCN.O
* frontier orbital gap: 0.3733 hartree

Each line ends with the natural charge from an NBO analysis.
Cartesian coordinates (Å):
1 N -0.78 -0.38 2.79  -0.824
2 C -1.48 0.07 1.51  -0.214
3 C -0.52 0.53 0.43  -0.448
4 C 0.44 -0.51 -0.04  -0.217
5 N 1.32 0.06 -1.13  -0.870
6 H -1.24 0.14 3.53  0.348
7 H 0.13 0.09 2.76  0.337
8 H -2.01 -0.83 1.17  0.183
9 H -2.24 0.81 1.81  0.185
10 H 0.03 1.33 0.95  0.190
11 H -0.95 1.24 -0.29  0.233
12 H 1.20 -0.72 0.73  0.184
13 H 0.03 -1.40 -0.50  0.197
14 H 2.19 -0.46 -1.13  0.357
15 H 1.40 1.06 -1.12  0.370
16 O 0.78 0.01 -3.84  -0.970
17 H 0.37 -0.58 -4.47  0.467
18 H 1.32 -0.44 -3.17  0.490

***

*c*
A cluster of 3 separate species, C3H12N2O in total, computed with wB97M-V/def2-TZVPD.

Values from the calculation:
* charge: 0
* lowest unoccupied orbital energy: 0.92 eV
* SMILES string: C=C.CNN.O
* frontier orbital gap: 0.3807 hartree

Each line ends with the natural charge from an NBO analysis.
Cartesian coordinates (Å):
1 C -1.05 -1.60 1.49  -0.281
2 C -0.08 -2.11 0.73  -0.512
3 H -2.08 -1.57 1.16  0.204
4 H -0.87 -1.34 2.53  0.197
5 H -0.30 -2.54 -0.23  0.195
6 H 0.87 -2.39 1.15  0.197
7 C 0.24 0.88 -2.01  -0.413
8 N 0.48 0.70 -0.58  -0.492
9 N 1.67 1.37 -0.18  -0.668
10 H 1.04 0.46 -2.62  0.171
11 H 0.17 1.94 -2.21  0.209
12 H -0.69 0.39 -2.26  0.208
13 H 0.50 -0.33 -0.33  0.377
14 H 1.63 1.47 0.83  0.360
15 H 2.51 0.83 -0.42  0.333
16 O -1.52 0.98 1.13  -1.035
17 H -1.82 1.86 1.37  0.464
18 H -0.70 1.00 0.45  0.487

***

*d*
A structure of composition C3H12N2O, computed with wB97M-V/def2-TZVPD.

Values from the calculation:
* charge: 0
* lowest unoccupied orbital energy: 1.07 eV
* frontier orbital gap: 0.3264 hartree

Each line ends with the natural charge from an NBO analysis.
Cartesian coordinates (Å):
1 C 3.05 -0.42 -0.15  -0.434
2 N 2.18 0.53 -0.81  -0.474
3 O 0.72 0.63 0.16  -0.644
4 H 0.78 0.21 -0.80  0.504
5 H 2.51 1.47 -0.66  0.357
6 H 2.64 -1.42 -0.27  0.194
7 H 4.04 -0.40 -0.62  0.201
8 H 3.18 -0.23 0.92  0.189
9 C -1.67 -1.19 0.59  -0.409
10 C -2.22 1.01 -0.35  -0.409
11 N -1.38 0.23 0.54  -0.547
12 H -1.33 0.64 1.46  0.362
13 H -0.95 -1.68 1.24  0.205
14 H -1.55 -1.61 -0.42  0.185
15 H -2.69 -1.41 0.94  0.164
16 H -2.12 0.63 -1.36  0.186
17 H -3.29 0.97 -0.07  0.163
18 H -1.89 2.04 -0.33  0.206

***

Most stable to least stable: *b*, *a*, *c*, *d*